Arrangement one

C5H14N2S | wB97M-V/def2-TZVPD

gap between HOMO and LUMO = 9.801 eV
structure (SMILES) = C=NCC.NCCS
HOMO level = -8.83 eV

Geometry as ORCA input:
```
! wB97M-V def2-TZVPD RIJCOSX def2/J DEFGRID3
* xyz 0 1
S -2.133 1.154 -0.911
N -1.575 -0.389 2.766
N 1.996 0.316 -0.263
C 2.444 -0.388 0.674
C 1.089 -0.187 -2.485
C -1.412 0.497 1.612
C 2.342 -0.088 -1.630
C -2.389 0.090 0.529
H 3.062 -1.278 0.526
H 2.999 0.684 -2.034
H 0.463 -1.013 -2.151
H -0.773 -0.336 3.381
H 2.871 -1.049 -1.615
H -1.536 1.557 1.865
H -3.414 0.163 0.899
H -2.374 -0.084 3.310
H 2.200 -0.109 1.698
H -2.227 -0.953 0.260
H -3.104 0.663 -1.691
H 1.366 -0.381 -3.522
H 0.499 0.723 -2.445
H -0.394 0.407 1.227
*
```

Arrangement two

C5H14N2S | wB97M-V/def2-TZVPD

gap between HOMO and LUMO = 9.686 eV
structure (SMILES) = NCNCCCCS
HOMO level = -8.77 eV

Geometry as ORCA input:
```
! wB97M-V def2-TZVPD RIJCOSX def2/J DEFGRID3
* xyz 0 1
S -1.788 -0.977 3.364
N -0.136 -0.376 -1.521
N 2.256 -0.102 -1.921
C 0.892 -0.225 -2.486
C -0.869 0.815 -0.998
C -0.083 0.214 1.429
C -0.225 -0.988 2.401
C -1.213 0.465 0.447
H -0.194 1.703 -0.972
H -2.003 1.081 0.871
H -1.627 0.867 -1.773
H -0.377 -1.867 1.774
H 0.661 -0.907 3.002
H 0.873 0.307 0.943
H -1.600 0.069 4.247
H 2.298 0.754 -1.365
H 0.073 1.125 2.086
H 0.916 -1.113 -3.129
H -1.796 -0.452 0.386
H 0.311 -0.926 -0.785
H 0.711 0.529 -3.322
H 2.920 0.005 -2.678
*
```

Which one is most stable, and which one is least stable? arrangement one is the most stable of them, while arrangement two is the least stable.

Arrangement one

C4H7F2N | wB97M-V/def2-TZVPD

gap between HOMO and LUMO = 10.698 eV
HOMO level = -9.99 eV

Geometry as ORCA input:
```
! wB97M-V def2-TZVPD RIJCOSX def2/J DEFGRID3
* xyz 0 1
F 2.986 0.392 0.816
F 2.444 -1.543 -0.222
N 1.634 0.483 -0.943
C -1.643 -0.319 0.028
C 1.927 -0.172 0.148
C -0.786 -1.137 0.341
C -2.602 0.743 0.172
H -2.679 1.310 -0.744
H 1.229 -0.997 0.951
H -2.096 1.436 0.832
H -3.572 0.565 0.655
H 0.795 0.198 -1.436
H 2.357 0.736 -1.537
H 0.007 -1.696 0.940
*
```

Arrangement two

C4H7F2N | wB97M-V/def2-TZVPD

gap between HOMO and LUMO = 7.583 eV
HOMO level = -6.68 eV

Geometry as ORCA input:
```
! wB97M-V def2-TZVPD RIJCOSX def2/J DEFGRID3
* xyz 0 1
F -2.136 -0.547 1.671
F -2.902 -0.095 -0.455
N 0.124 0.938 -1.268
C -1.839 -0.568 0.308
C 0.860 0.391 0.946
C -0.017 0.149 -0.229
C -0.704 -1.201 -0.369
H -0.124 -1.869 0.196
H -0.667 0.853 -1.839
H 1.109 1.447 1.111
H -0.862 -1.484 -1.459
H 1.926 -0.086 0.579
H 0.531 -0.158 1.911
H 0.318 1.858 -1.044
*
```

Which one is most stable, and which one is least stable? arrangement two is the most stable of them, while arrangement one is the least stable.

Arrangement one

C4H7F2N | wB97M-V/def2-TZVPD

gap between HOMO and LUMO = 10.689 eV
structure (SMILES) = C=C(F)[C@@H](F)CN
HOMO level = -9.72 eV

Geometry as ORCA input:
```
! wB97M-V def2-TZVPD RIJCOSX def2/J DEFGRID3
* xyz 0 1
F 0.764 0.532 -1.762
F 1.869 -0.474 0.393
N 0.072 1.783 0.763
C -0.172 0.381 1.240
C 0.493 -0.629 0.297
C -0.803 -1.158 -1.809
C 0.098 -0.451 -1.148
H -1.239 0.209 1.199
H -1.068 -1.038 -2.838
H -0.193 2.419 1.501
H 0.208 0.175 2.237
H -1.323 -1.973 -1.300
H 0.210 -1.632 0.562
H 1.083 1.857 0.662
*
```

Arrangement two

C4H7F2N | wB97M-V/def2-TZVPD

gap between HOMO and LUMO (alpha / beta) = 7.214 / 10.054 eV
HOMO level (alpha / beta) = -8.29 / -9.65 eV

Geometry as ORCA input:
```
! wB97M-V def2-TZVPD RIJCOSX def2/J DEFGRID3
* xyz 0 1
F 0.019 -2.530 -0.310
F -2.534 0.953 -0.940
N -2.368 0.280 1.223
C 1.220 -0.542 0.200
C -1.862 0.531 0.160
C 0.368 -1.321 -0.725
C 1.204 0.975 -0.061
H 1.736 1.436 0.818
H 0.246 1.389 -0.204
H 0.611 -1.251 -1.755
H 2.318 -0.810 0.033
H -3.357 0.269 1.404
H 1.647 1.119 -1.076
H 0.752 -0.499 1.233
*
```

Which one is most stable, and which one is least stable? arrangement one is the most stable of them, while arrangement two is the least stable.

Arrangement one

CHF2NO2 | wB97M-V/def2-TZVPD

gap between HOMO and LUMO (alpha / beta) = 10.668 / 7.097 eV
HOMO level (alpha / beta) = -10.00 / -8.29 eV

Geometry as ORCA input:
```
! wB97M-V def2-TZVPD RIJCOSX def2/J DEFGRID3
* xyz 0 1
F 0.299 -0.576 1.060
F 1.051 -1.880 -0.527
O -0.062 2.678 0.443
O -0.145 1.070 -1.001
N -0.011 1.614 0.060
C -0.016 -1.226 -0.010
H -1.114 -1.679 -0.027
*
```

Arrangement two

CHF2NO2 | wB97M-V/def2-TZVPD

gap between HOMO and LUMO (alpha / beta) = 6.941 / 6.930 eV
HOMO level (alpha / beta) = -11.03 / -11.03 eV

Geometry as ORCA input:
```
! wB97M-V def2-TZVPD RIJCOSX def2/J DEFGRID3
* xyz 0 1
F -0.256 -1.383 -1.258
F 0.942 -1.423 1.548
O -2.250 -1.363 0.317
O -1.638 0.516 1.183
N -1.528 -0.402 0.456
C -0.351 -0.443 -0.464
H 0.475 0.118 -0.355
*
```

Which one is most stable, and which one is least stable? arrangement one is the most stable of them, while arrangement two is the least stable.

Arrangement one

C3H9NS | wB97M-V/def2-TZVPD

gap between HOMO and LUMO (alpha / beta) = 9.977 / 5.133 eV
HOMO level (alpha / beta) = -13.54 / -13.51 eV

Geometry as ORCA input:
```
! wB97M-V def2-TZVPD RIJCOSX def2/J DEFGRID3
* xyz 1 2
S -0.188 0.712 0.000
N 0.421 -2.530 1.275
C -0.159 -3.443 0.590
C -0.314 2.406 0.712
C 0.509 1.107 -1.634
H -0.266 -2.335 2.012
H 0.588 2.928 0.400
H 1.273 0.362 -1.841
H 0.965 2.096 -1.661
H -0.472 2.333 1.780
H -1.212 -3.670 0.758
H 0.299 -3.992 -0.228
H -0.323 1.117 -2.340
H -1.121 2.909 0.177
*
```

Arrangement two

C3H9NS | wB97M-V/def2-TZVPD

gap between HOMO and LUMO (alpha / beta) = 8.745 / 4.445 eV
HOMO level (alpha / beta) = -13.31 / -13.07 eV

Geometry as ORCA input:
```
! wB97M-V def2-TZVPD RIJCOSX def2/J DEFGRID3
* xyz 1 2
S -2.792 0.701 0.743
N 0.972 -0.373 -0.417
C -0.183 0.393 0.062
C -1.523 -0.213 -0.305
C 2.191 0.306 -0.020
H 3.031 -0.395 0.010
H 2.498 1.024 -0.785
H 2.119 0.498 1.070
H -1.823 -0.336 -1.346
H 0.922 -1.351 -0.144
H -0.093 1.401 -0.401
H -0.082 0.547 1.153
H -3.662 -0.949 0.333
H -1.577 -1.254 0.046
*
```

Which one is most stable, and which one is least stable? arrangement one is the most stable of them, while arrangement two is the least stable.

Arrangement one

C2H6NO | wB97M-V/def2-TZVPD

gap between HOMO and LUMO = 2.759 eV
HOMO level = -12.88 eV

Geometry as ORCA input:
```
! wB97M-V def2-TZVPD RIJCOSX def2/J DEFGRID3
* xyz 1 1
O -0.412 -0.254 0.229
N 0.577 3.277 -0.937
C 0.287 -2.460 0.685
C -0.653 -1.440 0.360
H -0.092 2.960 -0.280
H 1.322 -2.143 0.833
H 0.015 -3.477 0.948
H 0.885 2.520 -1.521
H 0.497 4.188 -1.347
H -1.626 -1.816 0.011
*
```

Arrangement two

C2H6NO | wB97M-V/def2-TZVPD

gap between HOMO and LUMO = 9.519 eV
HOMO level = -14.55 eV

Geometry as ORCA input:
```
! wB97M-V def2-TZVPD RIJCOSX def2/J DEFGRID3
* xyz 1 1
O -0.647 0.551 1.015
N 0.402 0.237 -1.775
C 1.033 -0.155 -0.744
C -1.171 0.112 2.001
H 1.097 -1.212 -0.510
H -0.093 -0.411 -2.388
H 0.317 1.227 -2.002
H -1.062 -0.937 2.312
H 1.559 0.549 -0.109
H -1.794 0.736 2.656
*
```

Which one is most stable, and which one is least stable? arrangement two is the most stable of them, while arrangement one is the least stable.

Arrangement one

C3H3N5O | wB97M-V/def2-TZVPD

gap between HOMO and LUMO = 9.355 eV
structure (SMILES) = N#CN=C=NNC(N)=O
HOMO level = -9.63 eV

Geometry as ORCA input:
```
! wB97M-V def2-TZVPD RIJCOSX def2/J DEFGRID3
* xyz 0 1
O -2.979 -1.102 -0.281
N -0.769 -0.962 0.092
N -2.135 1.028 0.010
N 0.328 -0.223 0.363
N 2.683 -0.056 0.666
N 4.665 0.659 -0.590
C -2.051 -0.343 -0.123
C 1.536 -0.327 0.417
C 3.755 0.198 -0.063
H -0.821 -2.044 0.138
H -1.355 1.782 -0.095
H -2.857 1.389 -0.534
*
```

Arrangement two

C3H3N5O | wB97M-V/def2-TZVPD

gap between HOMO and LUMO = 8.195 eV
HOMO level = -9.01 eV

Geometry as ORCA input:
```
! wB97M-V def2-TZVPD RIJCOSX def2/J DEFGRID3
* xyz 0 1
O -0.843 -1.597 0.428
N 0.613 -1.555 0.670
N -2.753 0.081 -0.267
N 1.811 1.387 -0.394
N 0.583 1.511 -0.837
N 2.070 0.329 0.272
C -0.168 0.461 -0.114
C -1.390 -0.409 -0.091
C 0.909 -0.418 0.284
H -3.230 -0.486 0.508
H 0.293 2.218 -1.312
H -2.688 0.961 0.801
*
```

Which one is most stable, and which one is least stable? arrangement one is the most stable of them, while arrangement two is the least stable.

Arrangement one

C39H37F5N12SSeSr | wB97M-V/def2-TZVPD

gap between HOMO and LUMO = 6.291 eV
HOMO level = -11.95 eV

Geometry as ORCA input:
```
! wB97M-V def2-TZVPD RIJCOSX def2/J DEFGRID3
* xyz 2 1
Sr -0.409 0.399 0.356
Se -2.441 -2.432 -2.372
S 0.336 0.483 3.245
F -2.657 -0.214 -4.578
F -1.267 -2.656 -8.313
F -0.950 -4.866 -6.766
F -1.485 -4.783 -4.156
F -2.124 -0.334 -7.175
N 1.006 -0.510 -1.605
N 0.505 2.731 -0.081
N 2.496 -0.766 2.213
N -2.552 0.808 1.729
N 2.360 -0.649 4.472
N -5.424 -1.317 -2.116
N -3.097 -0.142 2.308
N 1.524 7.802 0.227
N 1.991 -0.685 0.940
N -1.605 -1.666 1.139
N 0.214 7.547 -1.565
N -2.703 0.816 -1.434
C 2.503 -1.535 -3.716
C -5.012 0.124 -2.163
C 4.294 -1.096 0.174
C -3.820 4.667 2.741
C -4.084 3.623 3.623
C 2.821 -0.886 -0.020
C 3.035 -1.465 -2.434
C -2.925 -3.787 2.365
C 1.195 4.858 0.771
C 1.788 -0.357 3.300
C 0.516 -0.576 -2.841
C -2.625 -1.458 1.980
C 1.810 10.321 0.101
C -1.377 -3.734 -6.223
C -3.311 -2.476 2.614
C -1.876 -4.018 1.496
C -1.537 -2.610 -7.017
C -2.249 -1.407 -5.082
C 0.831 6.946 -0.587
C -3.025 2.100 2.122
C 1.337 9.070 -0.291
C 0.119 9.988 -2.175
C 1.047 3.486 0.880
C -2.744 3.139 1.242
C -1.662 -3.671 -4.868
C 0.576 11.228 -1.794
C 1.411 11.390 -0.670
C 1.224 -1.070 -3.928
C -3.151 4.429 1.549
C 0.220 4.710 -1.402
C 0.763 5.497 -0.385
C 2.267 -0.940 -1.409
C -3.691 2.331 3.320
C -1.978 -1.433 -6.437
C -1.249 -2.927 0.906
C -4.052 0.449 -1.004
C -2.109 -2.509 -4.252
C 0.117 3.353 -1.207
C 0.513 8.889 -1.406
H 4.671 -0.525 1.021
H -4.134 5.672 2.992
H 0.295 12.102 -2.365
H -0.518 9.856 -3.039
H 1.903 -0.342 5.314
H -4.495 0.229 -3.113
H -3.945 -0.439 -0.375
H 4.032 -1.834 -2.250
H -3.437 -4.610 2.845
H -0.293 2.723 -1.992
H 3.087 -1.947 -4.528
H -4.517 -1.889 -2.304
H -2.388 0.034 -2.016
H -4.470 1.231 -0.369
H -5.904 0.748 -2.173
H -3.879 1.514 4.002
H 3.407 -1.178 2.345
H -2.721 1.643 -2.023
H 3.183 -1.223 4.559
H 1.748 12.384 -0.408
H -4.595 3.821 4.555
H 2.451 10.453 0.962
H -4.118 -2.228 3.289
H -5.809 -1.586 -1.213
H 2.110 7.562 1.006
H 0.766 -1.092 -4.907
H -1.545 -5.019 1.260
H 1.624 5.405 1.600
H -0.112 5.178 -2.318
H -6.114 -1.541 -2.832
H -2.946 5.240 0.863
H -0.500 -0.231 -2.981
H 1.354 2.972 1.783
H 4.850 -0.756 -0.695
H -0.436 -3.076 0.206
H 4.533 -2.152 0.328
H -2.232 2.932 0.311
*
```

Arrangement two

C39H37F5N12SSeSr | wB97M-V/def2-TZVPD

gap between HOMO and LUMO = 5.710 eV
HOMO level = -11.55 eV

Geometry as ORCA input:
```
! wB97M-V def2-TZVPD RIJCOSX def2/J DEFGRID3
* xyz 2 1
Sr -0.180 1.811 0.375
Se 2.723 -0.929 1.048
S -1.431 1.107 2.881
F 4.866 -1.833 -1.050
F 1.935 -3.708 2.177
F 2.840 -6.140 1.547
F 5.682 -4.261 -1.699
F 4.710 -6.468 -0.392
N 1.502 1.550 2.387
N 1.883 1.226 -2.088
N -5.186 -3.965 -0.433
N -1.373 4.087 0.311
N -3.296 -5.109 -0.132
N -0.281 -0.689 4.429
N 1.177 0.709 3.403
N 3.938 -1.562 -3.613
N -1.432 -0.399 -0.139
N -1.306 2.469 -1.840
N 1.916 3.335 0.434
N -2.054 4.436 -0.670
C -6.777 -7.304 -0.385
C 4.290 -5.253 -0.064
C -2.078 3.561 -1.785
C -0.917 -1.623 0.066
C 4.272 3.228 0.789
C -1.403 1.692 -2.917
C -0.116 0.331 3.588
C -1.668 -2.777 0.019
C 2.127 4.215 -0.544
C -6.789 -5.930 -0.480
C 4.785 -4.139 -0.710
C 3.331 -5.078 0.922
C -3.034 -2.696 -0.245
C 2.228 -0.130 -2.498
C -3.824 -3.924 -0.270
C -0.526 4.717 2.459
C 2.879 -3.808 1.237
C -1.322 6.662 3.610
C -1.392 4.994 1.402
C -2.231 6.110 1.454
C 4.481 4.128 -0.245
C -2.743 -0.328 -0.396
C 3.396 -0.166 -3.486
C -5.554 -5.292 -0.383
C 2.971 2.876 1.126
C 3.789 1.758 3.298
C -5.580 -8.024 -0.200
C -3.573 -1.428 -0.457
C 2.697 2.000 2.304
C -3.038 3.103 -3.919
C -4.354 -5.992 -0.198
C 4.327 -2.884 -0.352
C -2.252 1.963 -3.978
C -2.947 3.919 -2.804
C -0.490 5.554 3.559
C -4.364 -7.387 -0.105
C 3.359 -2.656 0.612
C -2.192 6.937 2.557
C 3.388 4.654 -0.914
H 1.657 1.806 -2.889
H 4.401 -1.813 -2.726
H -5.626 -9.102 -0.129
H 1.348 -0.601 -2.946
H -0.780 0.805 -2.918
H -3.712 3.352 -4.728
H 3.392 1.480 4.273
H 1.913 0.167 3.836
H -5.814 -3.186 -0.514
H -7.710 -7.847 -0.452
H 3.197 -2.242 -3.794
H -3.534 4.821 -2.700
H 4.630 -1.641 -4.360
H 2.665 1.657 -1.605
H -4.626 -1.282 -0.660
H -1.219 -1.000 4.621
H -2.905 6.309 0.633
H 4.215 0.453 -3.123
H -1.301 7.312 4.475
H 2.483 -0.688 -1.591
H 0.142 -1.659 0.305
H -2.841 7.800 2.605
H 0.488 -1.235 4.782
H 3.505 5.387 -1.700
H 0.121 3.850 2.410
H 1.243 4.580 -1.058
H 3.108 0.173 -4.480
H 5.111 2.808 1.325
H -2.298 1.294 -4.826
H 5.486 4.425 -0.514
H -3.442 -7.934 0.041
H -1.225 -3.747 0.201
H 4.379 2.663 3.435
H 4.445 0.957 2.954
H 0.181 5.341 4.381
H -3.154 0.666 -0.549
H -7.711 -5.381 -0.618
*
```

Which one is most stable, and which one is least stable? arrangement one is the most stable of them, while arrangement two is the least stable.